DFT (ωB97M-V with the def2-TZVPD basis set) results for 8 unconnected molecules or ions with the total composition C28H65O32P3S5.

Last column: Löwdin charge in e.
Positions of all 133 atoms, in Å:
H: -28.381 -9.069 -14.873  0.04
O: -27.618 -5.185 -15.214  -0.22
O: -19.221 -7.469 -13.075  -0.27
H: -19.240 -10.808 -13.599  0.14
H: -17.753 -7.768 -9.864  0.10
H: -15.646 -1.148 -12.769  0.14
H: -27.438 -2.153 -11.374  0.07
C: -28.211 -3.517 -12.859  -0.32
H: -24.997 -4.921 -12.012  0.08
O: -15.664 -10.612 -13.627  -0.23
C: -22.098 -7.792 -14.135  -0.20
C: -24.850 -5.949 -11.681  -0.04
H: -22.259 -6.697 -16.022  0.12
O: -22.577 -8.204 -9.171  -0.21
C: -28.947 -8.809 -13.978  -0.05
H: -23.867 -6.227 -12.061  0.05
H: -23.180 -7.733 -14.014  0.11
H: -17.657 -9.421 -11.995  0.08
H: -30.581 -7.312 -13.635  0.11
S: -19.866 -10.732 -17.003  0.78
H: -21.740 -8.762 -13.790  0.10
C: -15.993 -8.332 -16.548  -0.21
H: -15.723 -2.169 -14.135  0.13
H: -23.244 -10.502 -15.036  0.07
H: -24.540 -11.556 -19.837  0.08
O: -16.319 -10.458 -10.782  -0.21
H: -25.637 -8.023 -12.117  0.11
C: -17.537 -2.088 -12.964  -0.17
H: -21.438 -5.734 -10.178  0.10
H: -18.375 -9.797 -10.496  0.12
H: -18.811 -12.869 -15.115  0.14
H: -17.960 -1.170 -12.556  0.14
H: -29.735 -9.562 -13.942  0.08
C: -24.068 -12.158 -19.060  -0.04
S: -14.988 -9.712 -10.112  0.72
C: -27.583 -2.176 -12.454  -0.06
O: -20.171 -10.441 -15.360  -0.22
H: -22.997 -12.164 -19.263  0.07
H: -19.646 -3.906 -9.738  0.07
O: -15.836 -9.596 -16.026  -0.21
H: -21.254 -9.488 -10.875  0.07
C: -17.421 -9.504 -10.934  -0.15
O: -14.006 -9.385 -11.126  -0.25
H: -29.679 -6.931 -15.003  0.11
C: -23.305 -9.072 -5.471  -0.07
C: -23.834 -10.830 -14.181  -0.06
O: -20.413 -6.457 -15.123  -0.21
H: -28.579 -9.586 -19.590  0.09
P: -21.278 -7.736 -8.296  0.57
H: -16.599 -8.417 -17.450  0.14
O: -28.724 -6.487 -13.266  -0.21
H: -28.653 -3.403 -13.849  0.11
C: -25.879 -6.962 -12.176  -0.29
C: -18.981 -10.654 -14.647  -0.17
C: -22.254 -9.902 -10.748  -0.06
C: -21.253 -5.234 -9.228  -0.25
O: -14.494 -10.409 -8.925  -0.25
C: -29.571 -7.415 -14.032  -0.19
H: -17.293 -11.914 -15.122  0.12
H: -24.119 -11.863 -14.382  0.08
H: -22.155 -10.975 -10.912  0.08
H: -23.502 -7.427 -6.915  0.12
O: -26.236 -6.741 -13.523  -0.19
O: -16.598 -5.170 -13.066  -0.23
H: -28.259 -1.342 -12.640  0.07
O: -15.502 -3.010 -12.294  -0.18
H: -28.187 -9.013 -13.225  0.08
C: -19.765 -4.802 -9.129  -0.05
H: -17.607 -7.474 -15.353  0.11
H: -24.847 -9.020 -13.954  0.08
H: -16.663 -7.414 -11.326  0.11
O: -17.791 -3.101 -11.988  -0.22
O: -19.887 -4.981 -12.973  -0.25
C: -16.518 -7.482 -15.394  -0.16
C: -28.505 -8.723 -18.928  -0.06
C: -16.075 -2.092 -13.106  -0.28
O: -15.841 -8.368 -9.721  -0.20
O: -27.270 -4.502 -12.777  -0.18
H: -24.129 -12.094 -16.805  0.10
O: -20.933 -11.590 -17.543  -0.25
S: -20.148 -6.355 -13.451  0.82
H: -21.994 -4.439 -9.148  0.12
H: -23.280 -10.812 -13.243  0.06
C: -24.580 -11.647 -17.691  -0.27
H: -25.638 -11.753 -17.455  0.11
H: -24.251 -9.027 -4.930  0.09
P: -25.152 -9.198 -16.817  0.51
O: -19.454 -9.491 -17.695  -0.25
O: -13.894 -9.038 -14.315  -0.22
H: -14.964 -8.133 -16.846  0.13
H: -22.811 -9.462 -11.575  0.05
H: -24.416 -13.186 -19.168  0.07
H: -24.728 -5.965 -10.598  0.08
H: -26.651 -1.890 -12.943  0.08
C: -21.476 -7.267 -15.521  -0.13
C: -22.758 -9.594 -9.307  -0.26
C: -18.361 -11.902 -15.339  -0.20
O: -16.162 -4.758 -10.644  -0.22
S: -16.594 -4.266 -11.954  0.76
S: -15.282 -9.479 -14.428  0.74
H: -29.480 -8.409 -18.554  0.09
P: -27.463 -5.697 -13.844  0.47
H: -25.732 -10.506 -13.481  0.12
H: -28.070 -7.866 -19.441  0.09
H: -16.123 -6.468 -15.334  0.13
H: -29.011 -3.761 -12.160  0.12
O: -26.359 -9.102 -17.920  -0.15
C: -25.113 -10.036 -14.245  -0.27
H: -21.112 -8.106 -16.113  0.10
O: -21.553 -6.129 -8.183  -0.20
H: -28.100 -9.623 -17.068  0.11
O: -19.889 -8.045 -8.826  -0.23
O: -24.127 -10.333 -17.408  -0.21
O: -21.708 -6.923 -13.152  -0.24
O: -16.337 -8.206 -14.167  -0.23
H: -26.766 -6.870 -11.548  0.11
C: -27.684 -8.855 -17.721  -0.37
H: -23.195 -9.960 -6.094  0.08
H: -19.172 -5.581 -9.608  0.05
H: -22.546 -9.373 -4.749  0.08
O: -18.606 -11.737 -16.673  -0.19
H: -19.295 -4.598 -8.167  0.09
O: -25.681 -10.003 -15.545  -0.18
O: -24.628 -7.873 -16.451  -0.21
C: -16.965 -8.104 -10.538  -0.17
C: -22.841 -7.850 -6.159  -0.31
H: -27.789 -7.998 -17.056  0.12
H: -18.080 -2.341 -13.874  0.13
O: -21.676 -8.244 -6.802  -0.20
H: -18.255 -9.868 -14.856  0.10
H: -22.113 -10.148 -8.624  0.11
H: -22.542 -7.046 -5.486  0.13
H: -23.808 -9.878 -9.243  0.12

Calculated values
DFT total energy: -6528.570668 Eh
Kohn-Sham gap: 10.542 eV
structure (SMILES): CCOP(=O)(OCC)OCC.CCOP(=O)(OCC)OCC.CCOP(=O)(OCC)OCC.O=S1(=O)OCCO1.O=S1(=O)OCCO1.O=S1(=O)OCCO1.O=S1(=O)OCCO1.O=S1(=O)OCCO1

DFT (ωB97M-V with the def2-TZVPD basis set) results for a molecular structure, C2H3LiLuO.

Last column: natural (NBO) charge in e.
Positions of all 8 atoms, in Å:
H: -2.321 0.205 0.256  0.24
O: 0.999 0.111 0.754  -1.00
Li: 0.829 -1.211 -0.711  0.90
C: -0.249 0.648 0.523  -0.15
Lu: 1.593 2.207 0.185  1.70
H: 1.724 -0.516 -2.165  -0.30
C: -1.324 -0.181 0.478  -0.60
H: -1.252 -1.264 0.680  0.20

Calculated values
charge: +1
DFT total energy: -1395.866461 Eh
Kohn-Sham gap (alpha / beta): 5.903 / 4.637 eV

DFT (ωB97M-V with the def2-TZVPD basis set) results for 2 unconnected molecules or ions with the total composition C6H12O.

Last column: natural (NBO) charge in e.
Positions of all 19 atoms, in Å:
H: 2.153 0.157 1.449  0.10
H: -0.410 -2.182 -0.266  0.22
H: -0.870 -1.851 -1.951  0.21
H: -2.062 0.522 1.033  0.22
H: 0.922 0.509 -1.935  0.20
H: -1.438 0.507 -1.335  0.20
H: -2.100 -1.827 -0.681  0.21
O: 0.831 1.540 -0.170  -0.53
C: -0.224 1.694 0.785  -0.07
C: -1.009 0.384 0.769  -0.44
H: 3.123 -0.893 0.500  0.10
C: 2.167 -0.887 1.068  -0.31
H: -0.845 2.544 0.473  0.17
C: -1.059 -1.574 -0.908  -0.61
C: 0.648 0.344 -0.886  -0.01
H: -0.561 -0.345 1.456  0.22
H: 1.322 -0.473 -0.493  0.15
H: 0.213 1.926 1.762  0.18
C: -0.800 -0.094 -0.670  -0.25

Calculated values
DFT total energy: -310.870529 Eh
Kohn-Sham gap (alpha / beta): 8.507 / 8.507 eV